{
  "formula": "C22H27BN4O9P",
  "method": "the ωB97M-V functional and the def2-TZVPD basis",
  "e_tot_ev": -57594.4391,
  "largest_force_ev_per_a": 4.00,
  "charge": 1,
  "e_lumo_ev": -4.568,
  "homo_ev": -11.924,
  "symbols": ["C", "P", "O", "N", "C", "N", "C", "N", "N", "C", "B", "O", "O", "H", "H", "H", "H", "H", "H", "H", "H", "H", "H", "H", "H", "H", "H", "H", "C", "C", "C", "O", "C", "C", "C", "O", "H", "H", "H", "H", "C", "C", "C", "O", "C", "C", "C", "O", "H", "H", "H", "H", "C", "C", "C", "O", "C", "C", "C", "O", "H", "H", "H", "H"],
  "positions_angstrom": [[-1.3978, 2.7334, 3.0660], [-1.2008, 1.3177, 1.7452], [-2.6770, 0.3885, 1.8334], [-1.0106, 2.1589, 0.1743], [-2.2935, 2.2545, -0.6043], [-2.3955, 3.5443, -1.4406], [0.1677, 1.6663, -0.6222], [0.7026, 0.3723, -0.5411], [0.9309, 2.6294, -1.4852], [0.4275, 2.8067, -2.8786], [-0.2678, 1.5210, -3.6110], [-1.7056, 1.2704, -3.8240], [0.6633, 0.4849, -4.1800], [-2.3236, 3.3581, 2.7021], [-1.4739, 2.3363, 4.1623], [-0.4411, 3.4248, 2.8960], [-2.6057, -0.4983, 1.3715], [-2.5791, 1.2923, -1.2073], [-3.1570, 2.3787, 0.2146], [-2.7066, 3.2124, -2.3812], [-3.0768, 4.2062, -1.0060], [0.2882, -0.4053, 0.0112], [1.5477, 0.1381, -1.1422], [0.9875, 3.5857, -1.0271], [-0.3112, 3.7314, -3.0340], [1.3789, 3.0860, -3.5444], [-1.9750, 0.5595, -3.1630], [0.4776, -0.3193, -3.6084], [-4.6935, 5.0766, 2.5840], [-4.4019, 5.2750, 1.2948], [-5.4558, 5.2680, 0.2612], [-5.1895, 5.4474, -0.9193], [-6.8438, 5.0351, 0.7072], [-7.1354, 4.8368, 1.9964], [-6.0815, 4.8437, 3.0301], [-6.3477, 4.6643, 4.2105], [-3.9324, 5.0779, 3.3547], [-3.3888, 5.4479, 0.9518], [-7.6048, 5.0338, -0.0635], [-8.1484, 4.6638, 2.3394], [2.2066, -3.0726, -1.8231], [2.8379, -4.2204, -1.5576], [2.0996, -5.4107, -1.0914], [2.6769, -6.4610, -0.8463], [0.6373, -5.2841, -0.9317], [0.0060, -4.1364, -1.1973], [0.7443, -2.9460, -1.6634], [0.1670, -1.8957, -1.9085], [2.7332, -2.1900, -2.1651], [3.9099, -4.3294, -1.6704], [0.1108, -6.1667, -0.5898], [-1.0660, -4.0273, -1.0844], [6.2329, -6.7123, 1.4590], [5.2234, -5.8652, 1.2364], [5.4316, -4.4038, 1.2539], [4.5078, -3.6277, 1.0521], [6.7982, -3.9152, 1.5252], [7.8077, -4.7623, 1.7478], [7.5995, -6.2236, 1.7303], [8.5233, -6.9998, 1.9321], [6.0972, -7.7869, 1.4505], [4.2155, -6.2079, 1.0352], [6.9339, -2.8406, 1.5337], [8.8156, -4.4195, 1.9490]],
  "atomic_forces_ev_per_a": [[-0.557, 1.002, -1.580], [0.676, -1.774, 1.765], [1.332, 0.890, -1.096], [1.283, -2.107, -1.304], [-2.853, 2.119, 0.198], [-0.194, -2.353, 0.293], [0.844, -0.603, 0.390], [-0.855, 3.660, -0.894], [-2.124, -0.963, 1.940], [0.053, 1.898, -2.941], [0.381, -2.543, -1.604], [2.347, -0.212, 2.480], [-2.219, 1.313, 3.053], [1.608, -1.020, 1.231], [0.070, 0.640, -2.323], [-2.007, -1.686, 0.479], [0.211, 1.585, 0.863], [0.895, 1.836, 1.064], [2.086, -0.702, -1.522], [0.127, 0.934, 1.009], [0.601, -0.951, -0.871], [0.161, 1.170, -0.586], [-1.491, 0.699, 1.078], [-0.534, -1.763, -0.440], [1.512, -1.936, 0.912], [-1.961, -0.749, 1.412], [0.304, 1.022, -1.586], [0.226, 0.716, -1.321], [0.423, 0.061, -0.362], [0.089, -0.128, 0.454], [-0.072, 0.165, -0.701], [0.064, -0.236, 0.644], [-0.264, -0.056, 0.300], [-0.115, 0.033, -0.450], [-0.448, -0.155, 1.096], [0.312, 0.128, -0.964], [-0.053, 0.037, 0.044], [0.031, 0.084, 0.002], [0.051, 0.017, -0.006], [0.055, 0.009, 0.026], [0.130, -0.222, 0.025], [0.105, 0.522, -0.174], [0.559, -0.978, 0.215], [-0.530, 0.923, -0.205], [-0.456, 0.239, 0.009], [-0.010, -0.264, 0.119], [0.266, -0.412, -0.055], [-0.076, 0.169, -0.040], [0.037, -0.025, -0.044], [-0.072, -0.003, 0.028], [0.033, 0.009, -0.015], [0.023, -0.010, -0.030], [-0.471, 0.076, -0.106], [0.116, -0.367, 0.078], [-0.288, 0.224, -0.014], [0.252, -0.254, -0.029], [0.391, -0.063, 0.081], [-0.155, 0.499, -0.045], [0.836, -0.754, 0.179], [-0.743, 0.645, -0.162], [0.033, 0.026, 0.008], [0.075, 0.010, -0.001], [-0.023, -0.019, 0.002], [-0.024, -0.048, -0.004]]
}

***

{
  "formula": "C32H57BrClF2N3O36PS9",
  "method": "the ωB97M-V functional and the def2-TZVPD basis",
  "e_tot_ev": -307080.2077,
  "largest_force_ev_per_a": 1.43,
  "charge": 1,
  "e_lumo_ev": -4.066,
  "homo_ev": -11.386,
  "symbols": ["C", "O", "C", "C", "C", "C", "C", "C", "C", "C", "C", "N", "C", "O", "F", "C", "O", "F", "N", "Br", "C", "P", "O", "Cl", "N", "C", "C", "C", "S", "H", "H", "H", "H", "H", "H", "H", "H", "H", "H", "H", "H", "H", "H", "H", "H", "H", "H", "H", "H", "H", "H", "H", "H", "H", "C", "C", "O", "S", "O", "O", "O", "H", "H", "H", "H", "C", "C", "O", "S", "O", "O", "O", "H", "H", "H", "H", "C", "C", "O", "S", "O", "O", "O", "H", "H", "H", "H", "C", "C", "O", "S", "O", "O", "O", "H", "H", "H", "H", "C", "C", "O", "S", "O", "O", "O", "H", "H", "H", "H", "C", "C", "O", "S", "O", "O", "O", "H", "H", "H", "H", "C", "C", "O", "S", "O", "O", "O", "H", "H", "H", "H", "C", "C", "O", "S", "O", "O", "O", "H", "H", "H", "H"],
  "positions_angstrom": [[3.3453, -2.3976, 2.2108], [4.0556, -3.2682, 1.3614], [4.0188, -2.8896, -0.0083], [3.9534, -1.3936, -0.2978], [4.4050, -1.0864, -1.7381], [4.4177, 0.4199, -2.0402], [3.0496, 0.8897, -2.5781], [2.2218, 1.6727, -1.5379], [0.6871, 1.4998, -1.7198], [0.0566, 0.4701, -0.8362], [0.0917, 0.4251, 0.5285], [0.7732, 1.4250, 1.2606], [-0.0048, 2.6157, 1.4117], [-1.1851, 2.6370, 1.4805], [0.7390, 3.7109, 1.4170], [1.4949, 1.0425, 2.4319], [2.5802, 0.5847, 2.4736], [0.7889, 1.2747, 3.5609], [-0.6552, -0.6558, 0.9535], [-0.9658, -1.1194, 2.7040], [-1.1446, -1.2636, -0.1433], [-2.2627, -2.7387, -0.2881], [-3.0662, -2.5481, 1.1075], [-0.9488, -4.2946, -0.0643], [-0.7267, -0.5981, -1.2179], [-1.1088, -0.9475, -2.5988], [0.0439, -1.4895, -3.4497], [-0.0106, -3.0280, -3.6647], [1.5082, -3.8493, -3.1005], [3.9867, -1.5450, 2.4489], [3.1286, -2.8808, 3.1661], [2.3815, -2.0586, 1.8057], [4.9194, -3.3107, -0.4621], [3.1647, -3.4087, -0.4689], [2.9033, -1.0683, -0.2448], [4.5219, -0.7832, 0.4044], [3.7158, -1.6281, -2.3937], [5.3937, -1.5331, -1.8743], [5.2098, 0.6019, -2.7678], [4.6971, 0.9725, -1.1393], [3.2432, 1.5711, -3.4119], [2.5092, 0.0428, -2.9987], [2.4269, 2.7381, -1.6361], [2.5240, 1.3386, -0.5461], [0.2092, 2.4552, -1.4760], [0.4577, 1.3126, -2.7697], [-3.6802, -3.2882, 1.2215], [-1.4712, -0.0320, -3.0677], [-1.9595, -1.6235, -2.6129], [-0.0506, -1.0339, -4.4371], [1.0247, -1.2109, -3.0737], [-0.8872, -3.4654, -3.1908], [-0.0954, -3.2271, -4.7317], [1.8862, -3.0134, -2.1241], [1.9600, 7.0309, 3.0944], [3.0386, 6.2187, 2.4097], [3.8951, 7.1989, 1.8072], [3.9289, 8.5139, 2.7192], [5.0804, 8.4759, 3.5480], [3.6378, 9.6322, 1.9006], [2.6525, 8.1669, 3.6226], [1.2094, 7.3842, 2.3836], [1.4688, 6.4839, 3.8949], [2.6425, 5.5471, 1.6528], [3.6269, 5.6504, 3.1291], [-5.9133, -3.6457, -5.2435], [-6.3962, -2.8523, -4.0505], [-5.3105, -2.9488, -3.1012], [-3.9306, -3.0172, -3.8842], [-3.3456, -1.7108, -3.9156], [-3.1844, -4.1217, -3.3949], [-4.5016, -3.3401, -5.3211], [-6.0225, -4.7183, -5.0857], [-6.4112, -3.3687, -6.1659], [-7.3111, -3.2485, -3.6214], [-6.5379, -1.7989, -4.2975], [7.6477, 6.2075, 5.2038], [7.6325, 5.5629, 6.5736], [6.4345, 4.7587, 6.5640], [6.1714, 4.2104, 5.0979], [6.6520, 2.8791, 4.9901], [4.8339, 4.5368, 4.7350], [7.1638, 5.1782, 4.3192], [6.9630, 7.0555, 5.1458], [8.6416, 6.5235, 4.9006], [7.5956, 6.2847, 7.3811], [8.4869, 4.9018, 6.7191], [0.3550, -6.3618, 3.8052], [-0.1771, -5.5662, 4.9774], [0.8687, -5.6051, 5.9537], [2.2862, -5.6306, 5.2033], [2.7729, -4.2975, 5.1593], [3.0541, -6.7088, 5.6985], [1.7388, -6.0049, 3.7452], [0.2728, -7.4365, 3.9767], [-0.1354, -6.1077, 2.8687], [-1.0911, -5.9828, 5.3917], [-0.3457, -4.5206, 4.7044], [-1.9322, 1.0078, 6.1744], [-1.3115, 2.3690, 5.9366], [-2.4035, 3.2814, 6.0760], [-3.4421, 2.7260, 7.1668], [-3.1794, 3.3373, 8.4159], [-4.7336, 2.7223, 6.5865], [-2.8817, 1.2195, 7.2175], [-2.4689, 0.6527, 5.2894], [-1.2006, 0.2630, 6.4801], [-0.8659, 2.4632, 4.9510], [-0.5642, 2.6049, 6.6974], [6.0703, 2.0034, 10.4889], [7.1664, 1.2454, 9.7698], [7.9760, 2.2739, 9.1839], [7.9777, 3.5625, 10.1289], [9.1433, 3.5548, 10.9337], [7.6317, 4.6877, 9.3352], [6.7299, 3.1524, 11.0384], [5.3010, 2.3480, 9.7952], [5.6094, 1.4223, 11.2827], [6.7851, 0.5824, 8.9987], [7.7851, 0.6765, 10.4665], [-6.1475, -2.0596, -9.8703], [-5.8133, -3.0166, -10.9924], [-5.9270, -4.3120, -10.3796], [-7.0782, -4.2879, -9.2757], [-8.2600, -4.8357, -9.8250], [-6.5441, -4.7929, -8.0547], [-7.2116, -2.6947, -9.1535], [-5.2953, -1.9396, -9.1966], [-6.4741, -1.0837, -10.2221], [-4.8086, -2.8745, -11.3800], [-6.5322, -2.9520, -11.8092], [-11.6145, -1.6242, -12.5879], [-12.0609, -0.8563, -11.3622], [-11.0019, -1.0625, -10.4131], [-9.6083, -1.1809, -11.1792], [-8.9447, 0.0761, -11.1526], [-8.9491, -2.3563, -10.7347], [-10.1962, -1.4057, -12.6474], [-11.7927, -2.6951, -12.4785], [-12.0866, -1.2693, -13.4995], [-13.0025, -1.2157, -10.9583], [-12.1357, 0.2138, -11.5642]],
  "atomic_forces_ev_per_a": [[0.292, 0.089, 0.651], [-0.250, 0.076, -0.097], [0.119, -0.239, 0.214], [-0.440, 0.149, -0.700], [0.178, -0.291, 0.905], [-0.200, -0.704, -0.365], [0.598, 0.902, 0.020], [-0.302, -0.668, -0.346], [0.110, 0.323, 0.124], [0.103, -0.428, 0.089], [0.870, 0.518, -0.621], [-0.720, 0.018, 1.028], [-1.074, -0.084, 0.053], [0.347, 0.170, -0.225], [0.246, -0.459, 0.204], [1.338, -0.360, 0.334], [-0.864, 0.200, -0.263], [0.121, 0.394, -0.468], [0.064, 0.408, -0.325], [0.179, -0.043, -0.063], [-0.181, -0.733, 0.887], [-0.702, -0.049, -1.139], [0.485, -0.279, 0.172], [0.179, 0.316, 0.396], [-0.102, 0.007, -0.020], [0.535, 0.631, -0.537], [-0.378, -0.676, -0.459], [0.254, 0.626, 0.349], [0.149, -0.452, -0.214], [-0.351, 0.233, -0.066], [0.158, -0.335, -0.231], [0.086, -0.008, -0.202], [0.002, 0.004, 0.077], [-0.011, 0.144, -0.102], [0.074, 0.123, 0.330], [0.099, -0.200, 0.071], [0.222, 0.145, -0.322], [0.007, 0.130, -0.102], [-0.153, 0.147, -0.082], [-0.025, 0.035, -0.033], [-0.204, -0.116, -0.091], [-0.048, -0.009, 0.135], [0.189, -0.051, 0.173], [-0.088, 0.200, 0.083], [-0.110, -0.074, -0.069], [-0.058, -0.091, 0.059], [-0.178, 0.162, 0.073], [-0.080, 0.067, 0.280], [0.402, 0.172, 0.474], [0.062, 0.144, 0.096], [-0.116, 0.145, 0.145], [0.065, -0.034, 0.086], [0.086, -0.178, 0.056], [-0.290, 0.095, 0.009], [-0.281, 0.027, -0.371], [0.181, -0.327, 0.426], [-0.300, 0.196, -0.112], [-0.068, -0.201, 0.037], [0.004, 0.142, 0.033], [0.145, 0.033, -0.021], [0.203, -0.160, 0.048], [0.004, -0.007, 0.002], [0.131, 0.143, 0.174], [0.099, 0.187, -0.214], [-0.028, -0.055, 0.055], [-0.354, -0.363, 0.153], [-0.103, 0.402, -0.301], [0.082, -0.227, -0.001], [-0.605, -0.044, -0.411], [-0.281, -0.423, -0.276], [0.192, 0.165, 0.199], [0.001, 0.305, 0.136], [0.022, -0.003, -0.050], [0.250, 0.046, -0.116], [0.152, -0.105, 0.220], [-0.005, -0.008, 0.003], [-0.248, 0.441, 0.179], [0.434, -0.089, -0.135], [-0.154, 0.194, -0.179], [0.377, 0.349, 0.186], [-0.211, -0.072, -0.168], [-0.242, -0.273, -0.007], [0.142, -0.238, 0.088], [0.000, -0.011, -0.016], [0.006, -0.194, -0.170], [-0.248, -0.101, 0.075], [-0.006, 0.010, 0.026], [-0.122, -0.327, 0.137], [-0.231, 0.357, -0.082], [-0.012, -0.449, -0.200], [-0.216, 0.070, -0.114], [0.264, -0.046, -0.027], [0.088, 0.151, 0.181], [-0.065, 0.233, 0.007], [0.003, 0.009, 0.020], [0.181, 0.095, -0.065], [0.119, -0.066, 0.191], [-0.035, -0.024, -0.055], [-0.068, -0.143, -0.381], [0.306, 0.018, 0.352], [-0.178, -0.223, -0.180], [0.102, -0.010, -0.031], [-0.112, -0.048, 0.048], [-0.017, 0.100, 0.015], [0.182, 0.171, 0.089], [0.033, 0.040, -0.030], [-0.079, 0.016, 0.214], [-0.197, 0.160, -0.064], [0.028, -0.055, -0.017], [-0.298, -0.015, -0.316], [0.133, -0.263, 0.344], [-0.259, 0.170, -0.091], [-0.068, -0.251, 0.046], [-0.011, 0.190, 0.023], [0.163, 0.061, 0.041], [0.201, -0.152, 0.021], [0.011, -0.021, -0.012], [0.108, 0.141, 0.161], [0.093, 0.159, -0.179], [-0.038, -0.013, 0.013], [0.321, 0.217, 0.071], [-0.252, 0.167, -0.302], [0.163, 0.078, 0.261], [0.136, 0.300, -0.230], [-0.102, -0.090, 0.268], [-0.005, -0.083, 0.021], [0.664, -0.694, 0.537], [-0.008, 0.016, -0.002], [-0.223, -0.075, 0.023], [0.073, -0.220, 0.118], [-0.029, 0.018, 0.031], [-0.229, -0.387, 0.081], [-0.089, 0.405, -0.212], [0.037, -0.282, -0.091], [-0.326, 0.012, -0.124], [0.199, -0.095, -0.017], [-0.616, 0.473, -0.654], [-0.017, 0.268, 0.122], [-0.013, 0.011, 0.014], [0.214, 0.094, -0.069], [0.128, -0.104, 0.197], [-0.021, -0.013, -0.025]]
}